(1)
A structure of composition C6H6BrN2. Source: the OMol25 dataset; level of theory: ωB97M-V with the def2-TZVPD basis set.

Each line ends with the natural charge from an NBO analysis.
Atoms and positions in Å:
C 1.879 1.247 -1.757  -0.083
C 1.157 1.011 -0.827  -0.114
C -1.173 -0.957 -0.613  0.277
C 0.139 -1.483 1.213  0.418
C 0.262 0.751 0.352  -0.167
C -1.132 0.559 -0.281  -0.318
N -0.632 -1.750 0.192  -0.466
N 0.687 -0.269 1.316  -0.475
Br -2.657 0.460 1.001  0.102
H 2.498 1.204 -2.601  0.260
H -1.677 -1.354 -1.522  0.251
H 0.262 -2.287 1.978  0.256
H 0.110 1.662 1.115  0.297
H -1.360 1.293 -1.140  0.312
H 1.639 -0.087 1.574  0.449

Properties
* LUMO energy: -0.218 Ha
* relative energy (zero: lowest compared OMol25 entry of this formula, charge and spin): 0.257 eV
* charge: +1
* maximum force: 3.697 eV Å⁻¹
* frontier orbital gap: 8.5 eV
* energy: -2915.3658 a.u.
* HOMO energy: -14.46 eV

(2)
A cluster of 10 separate species, ClH18O9 in total. Source: the OMol25 dataset; level of theory: ωB97M-V with the def2-TZVPD basis set.

Each line ends with the natural charge from an NBO analysis.
Atoms and positions in Å:
Cl -0.084 -0.128 0.462  -0.936
O 1.464 -2.993 0.546  -0.966
H 1.216 -2.093 0.265  0.485
H 1.589 -3.470 -0.281  0.465
O -2.403 -0.450 2.735  -0.960
H -2.525 -1.092 3.443  0.461
H -1.887 -0.915 2.054  0.495
O -0.870 -2.758 -1.698  -0.986
H -0.389 -2.213 -2.341  0.485
H -0.728 -2.242 -0.888  0.483
O 0.758 -0.697 -2.880  -0.974
H 0.246 -0.128 -3.471  0.485
H 0.759 -0.196 -2.046  0.493
O 0.905 3.165 -0.269  -0.958
H 1.345 2.435 0.191  0.497
H 1.606 3.798 -0.450  0.457
O 0.845 -0.649 3.550  -0.971
H -0.021 -0.221 3.594  0.474
H 0.992 -0.666 2.589  0.487
O -1.377 1.499 -2.191  -0.981
H -2.204 1.113 -1.873  0.479
H -0.741 1.185 -1.521  0.490
O 3.046 1.090 -0.099  -0.965
H 3.363 0.686 -0.913  0.471
H 2.556 0.382 0.350  0.494
O -2.885 1.810 0.449  -0.970
H -2.432 2.496 -0.058  0.470
H -2.144 1.254 0.750  0.494

Properties
* LUMO energy: 0.113 Ha
* relative energy (zero: lowest compared OMol25 entry of this formula, charge and spin): 0.108 eV
* charge: -1
* maximum force: 0.397 eV Å⁻¹
* frontier orbital gap: 9.9 eV
* energy: -1148.2930 a.u.
* HOMO energy: -6.87 eV

> Which of these has the lowest HOMO energy?

C6H6BrN2

> Which of these has the lowest charge?

ClH18O9

> Look up the relative energy (zero: lowest compared OMol25 entry of this formula, charge and spin) of the first one.

0.257 eV

> What is the charge in the second record?

-1